(1)
A molecular structure, C16H18Br2N5OTc, computed with ωB97M-V with the def2-TZVPD basis set.

Geometry as XYZ:
```
43
Properties=species:S:1:pos:R:3:lowdin_spin:R:1
Tc 1.78026 -0.39969 -1.17811 0.9338
C -0.62216 -0.30216 1.17357 0.0018
C 0.74428 -0.60239 1.73951 -0.0028
C 0.92557 -0.77074 3.12025 -0.0012
C 2.18703 -1.00352 3.60679 -0.0025
C 3.29189 -1.06532 2.73580 0.0016
C 4.64534 -1.29679 3.11969 0.0032
Br 5.07227 -1.57261 4.92972 0.0011
C 5.62942 -1.31165 2.17782 -0.0001
C 5.34270 -1.10241 0.80228 0.0018
Br 6.75005 -1.12387 -0.42399 0.0002
C 4.05981 -0.88013 0.38057 0.0049
O 3.70940 -0.65552 -0.90108 0.0743
C 3.03709 -0.87464 1.36869 0.0098
N 1.76769 -0.65971 0.90886 0.0020
H -1.40631 -0.54338 1.88849 0.0000
H -0.68442 -2.08358 0.13549 0.0015
H -0.72386 0.74360 0.87897 0.0001
H 0.07445 -0.72534 3.78353 -0.0001
H 2.34407 -1.14144 4.66779 -0.0002
H 6.65642 -1.47829 2.46935 -0.0001
C -4.28191 1.64221 -0.48405 0.0000
C -4.19019 1.23651 -1.94973 0.0016
C -3.32410 2.20954 -2.74195 -0.0004
C -3.76148 -0.22511 -2.10972 0.0023
N -2.42652 -0.51565 -1.56132 0.0320
C -1.27045 -0.30673 -2.08313 -0.0152
N -0.24484 -0.67092 -1.25603 0.0112
N -0.95007 -1.10909 -0.04063 0.0011
N -2.40716 -1.09111 -0.29691 0.0183
H -4.65097 2.66200 -0.38612 0.0000
H -3.29794 1.59981 -0.01178 0.0000
H -4.94179 0.98327 0.07903 0.0000
H -5.19498 1.25982 -2.38426 0.0001
H -2.32764 2.30376 -2.30402 -0.0001
H -3.76436 3.20549 -2.72960 0.0000
H -3.21548 1.91266 -3.78671 0.0000
H -3.75798 -0.54526 -3.15161 0.0005
H -4.42720 -0.88449 -1.55440 0.0004
H -1.10190 0.11444 -3.05859 -0.0021
C 1.64936 1.31042 -1.79958 -0.0854
H 0.72886 1.88328 -1.86900 0.0042
H 2.57774 1.87474 -1.90383 0.0025
```

The spin multiplicity is 2. The net charge is +1. The orbital gap (spin up / spin down) is 6.18 / 6.56 eV. The energy above the lowest of the compared OMol25 structures with the same formula, charge and spin comes out at 77.7 kcal/mol. Its LUMO energy (spin up / spin down) is -4.46 / -4.22 eV. Its expectation value of S² is 0.88. The calculation puts the HOMO energy (spin up / spin down) at -10.6 / -10.8 eV.

(2)
C6H10O in the gas phase, computed with ωB97M-V with the def2-TZVPD basis set.

Geometry as XYZ:
```
17
Properties=species:S:1:pos:R:3:mulliken_charge:R:1
C 1.80225 -0.17520 -1.77944 -0.8207
C 0.31459 0.00789 -1.63489 -0.3857
O -0.09491 -0.92151 -0.80167 -0.0903
C -1.40753 -0.73595 -0.24641 -0.4700
C -1.26519 0.08653 1.02117 -0.0450
C 0.03557 0.02651 1.77192 -0.4134
C -0.33436 1.26009 0.99585 -0.4701
H 2.00822 -0.58621 -2.77555 0.3177
H 2.25581 -0.82025 -1.01457 0.2670
H 2.26545 0.81835 -1.75738 0.3179
H 0.15284 1.46058 0.04706 0.0897
H -2.03765 -0.23553 -0.98781 0.3283
H -1.79064 -1.73763 -0.03291 0.3225
H -2.18332 0.17648 1.59692 0.3924
H 0.80191 -0.62826 1.36694 0.1296
H 0.01193 0.07062 2.85762 0.2679
H -0.59971 2.15326 1.55036 0.2621
```

The spin multiplicity is 1. The orbital gap is 9.45 eV. The energy above the lowest of the compared OMol25 structures with the same formula, charge and spin comes out at 74.5 kcal/mol. Its LUMO energy is 1.10 eV. The calculation puts the HOMO energy at -8.4 eV.

(3)
A molecular structure, C26H25BiIN4O3, computed with ωB97M-V with the def2-TZVPD basis set.

Geometry as XYZ:
```
60
Properties=species:S:1:pos:R:3:mulliken_charge:R:1
Bi -1.17986 1.11340 -0.41713 1.2059
C 3.25704 0.50776 -1.55354 -1.0013
C 2.44209 -0.74681 -1.63366 0.3846
N 2.86082 -1.72725 -2.39094 -0.6318
C 2.16236 -2.88269 -2.43946 -0.7993
C 1.07553 -3.13145 -1.65297 0.6472
C 0.42214 -4.49169 -1.70868 -1.2226
O -0.99743 -4.43321 -1.82773 -0.5010
C 0.60142 -2.09047 -0.80185 0.1268
C -0.36995 -2.45648 0.19448 -0.0598
N -1.00400 -1.71177 1.01020 0.4732
C -2.02090 -1.73280 1.81166 -0.6234
C -3.33356 -1.92808 1.27894 -0.6870
C -4.40636 -1.99210 2.10260 -0.5179
C -4.28934 -1.84326 3.53040 -0.7267
C -3.08693 -1.62938 4.07298 -0.9846
C -1.84736 -1.45020 3.26625 1.7148
I -2.52075 2.11931 1.81788 -0.3390
C 1.22533 -0.83315 -0.86972 1.2032
O 0.83900 0.26325 -0.27236 -0.7514
H 4.11498 0.41311 -2.21320 0.3730
H 3.60047 0.66786 -0.52935 0.2877
H 2.66922 1.38247 -1.82938 0.1482
H 2.53180 -3.63110 -3.13088 0.3524
H 0.63492 -5.05571 -0.79705 0.3254
H 0.85919 -5.05409 -2.53440 0.4345
H -1.22861 -4.34666 -2.75734 0.3181
H -0.50087 -3.52731 0.33683 0.5217
H -3.42733 -2.09185 0.21334 0.5392
H -5.38251 -2.19138 1.67764 0.4367
H -5.17332 -1.92600 4.14700 0.4416
H -2.97582 -1.52114 5.14550 0.4575
C -0.59694 -2.09015 3.91451 -0.9367
N 0.30603 -1.12643 4.47738 -0.1497
C 0.86534 -0.14390 3.70193 0.4339
N 1.77085 0.66443 4.31098 -0.4567
O 0.54151 -0.01853 2.52552 -0.2937
H -0.91663 -2.71561 4.74489 0.5750
H -0.09925 -2.73363 3.18591 0.1799
H -1.67877 -0.35740 3.29370 -0.1278
H 0.61720 -1.26535 5.42252 0.2591
H 2.00730 0.59585 5.28320 0.1477
H 2.17043 1.40710 3.76786 0.2420
C 1.26369 3.39126 -4.95647 -0.6332
C 0.77360 2.15021 -4.50130 -0.9069
C 0.27236 2.02889 -3.23749 -0.3691
C 0.23557 3.13015 -2.34371 0.9175
C -0.27125 3.05000 -1.00898 0.2258
C -0.27227 4.15900 -0.20850 -0.3545
C 0.21764 5.39584 -0.67932 -0.8640
C 0.69566 5.50155 -1.95183 -0.7731
C 0.72398 4.37640 -2.81220 0.8544
C 1.23314 4.47652 -4.13034 -0.8108
H 1.66176 3.47692 -5.95859 0.4051
H 0.80529 1.28889 -5.15585 0.4265
H -0.08938 1.05529 -2.91720 0.0695
H -0.64269 4.11565 0.80740 0.2019
H 0.19848 6.25634 -0.02403 0.4009
H 1.05795 6.45047 -2.32835 0.3955
H 1.59796 5.43909 -4.46769 0.3957
```

The spin multiplicity is 1. The net charge is +1. The orbital gap is 6.53 eV. The energy above the lowest of the compared OMol25 structures with the same formula, charge and spin comes out at 31.5 kcal/mol. Its LUMO energy is -4.11 eV. The calculation puts the HOMO energy at -10.6 eV.

(4)
A molecular structure, C51H125F6LiN8O20S2, computed with ωB97M-V with the def2-TZVPD basis set.

Geometry as XYZ:
```
213
Properties=species:S:1:pos:R:3:mulliken_charge:R:1
Li 0.94951 1.43394 -2.75758 0.4236
C -1.32685 1.96999 -0.33042 -0.8851
F -2.53226 1.87641 0.27110 0.7423
F -1.36078 2.98071 -1.20883 0.5575
F -0.34975 2.21717 0.57491 -0.1993
S -0.87647 0.39192 -1.38137 1.3413
O -1.28816 -0.72003 -0.51342 -0.2821
O -1.65017 0.55661 -2.60871 -0.4175
N 0.81010 0.61851 -1.67270 1.2212
S 1.42770 -0.54176 -0.83805 0.1025
O 1.33180 -0.31986 0.62421 0.1380
O 1.21484 -1.89141 -1.39129 0.6612
C 3.33269 -0.15839 -1.26256 -0.7316
F 3.66429 1.06368 -0.95355 -0.3225
F 4.02872 -0.97984 -0.51669 0.0221
F 3.55094 -0.32371 -2.57993 -0.5295
C -0.15838 -2.97097 1.30885 -2.3036
C -1.27638 -3.61851 0.41303 -0.0354
C -0.90791 -3.49494 -1.06926 -0.3098
O -1.33601 -4.98258 0.79279 -0.7159
H 0.79148 -3.49428 1.19921 0.9816
H -0.43219 -3.08531 2.35768 1.4258
H 0.07606 -1.92618 1.10498 1.3160
H -2.26707 -3.22681 0.64366 1.0352
H -0.82280 -2.44588 -1.35268 0.0765
H -1.61151 -3.92231 -1.78368 0.5170
H 0.08957 -3.88767 -1.26650 0.3169
H -2.00811 -5.37181 0.22854 0.5736
C 0.09584 4.81654 -1.88133 -1.8418
C 1.18855 3.79930 -2.36041 0.7064
C 2.04668 3.28135 -1.19689 -1.4245
O 0.49131 2.73425 -2.88926 -0.8959
H 0.62647 5.65631 -1.43266 0.5197
H -0.56116 4.39687 -1.11954 0.1338
H -0.64636 5.06939 -2.63850 0.2549
H 1.80399 4.23258 -3.14883 0.7050
H 2.59593 4.03787 -0.63642 1.4101
H 2.86146 2.61998 -1.49156 0.2278
H 1.42237 2.72846 -0.49500 -0.7913
H -0.13645 2.99414 -3.56747 0.8154
C 4.58698 2.95911 2.33715 -1.8157
C 3.16139 2.71721 1.92861 0.7149
C 2.95578 1.22339 1.78070 0.5162
O 2.43328 3.18211 3.03648 -0.4613
H 5.34947 2.66969 1.61399 0.2818
H 4.77120 2.41869 3.26565 0.3602
H 4.78578 4.01859 2.49868 0.5515
H 2.85721 3.23678 1.01997 -0.5883
H 1.94163 1.07118 1.41131 -0.7481
H 3.10328 0.71286 2.73239 -1.3437
H 3.56363 0.74609 1.01206 0.5602
H 2.63355 4.12097 3.03053 0.5495
C 4.09276 -3.89069 0.90517 0.3290
C 5.04377 -4.55649 -0.10037 -0.3185
C 4.95840 -3.84924 -1.55494 -0.6050
O 3.61484 -3.87434 -2.10592 -0.3893
C 3.18368 -2.70935 -2.78423 -0.4609
N 6.41388 -4.40455 0.36895 -0.7204
H 4.36081 -2.86820 1.17120 0.1739
H 4.12855 -4.40697 1.86448 0.3856
H 3.05316 -3.89778 0.57763 0.0012
H 4.68894 -5.58509 -0.16491 0.5730
H 5.50382 -4.37396 -2.33934 0.3685
H 5.33064 -2.85204 -1.32013 0.1476
H 3.50166 -1.83381 -2.21819 -0.6309
H 2.12262 -2.74179 -3.03160 -0.2050
H 3.56925 -2.50286 -3.78262 0.8033
H 6.97969 -5.02587 -0.19134 0.3111
H 6.64181 -3.47137 0.05698 0.3339
C 3.94467 2.26513 -3.50839 -1.1439
O 2.70773 1.56515 -3.44102 0.4955
C 2.65236 0.55584 -4.48315 -2.0774
C 1.37607 -0.26280 -4.24332 -0.2354
N 0.12210 0.42621 -4.18573 1.2347
C -0.20193 1.21428 -5.37934 -2.0943
C -1.36704 2.13062 -5.26732 -0.0458
O -1.13337 3.20926 -4.35685 -0.6542
C -2.40730 3.86101 -4.09796 -0.7823
H 3.75745 3.26639 -3.12041 0.3661
H 4.27679 2.39800 -4.53803 0.4896
H 4.79336 1.89487 -2.93331 0.1804
H 3.45276 -0.17128 -4.34625 0.5883
H 2.73825 0.98911 -5.47964 0.7967
H 1.50919 -0.77843 -3.29227 0.0183
H 1.23572 -1.05854 -4.97490 0.8046
H -0.60250 -0.24076 -3.96164 -0.1191
H -0.42103 0.54024 -6.20746 0.4604
H 0.74243 1.73539 -5.53662 0.7261
H -2.08630 1.51932 -4.72226 -0.6619
H -1.69197 2.46543 -6.25240 0.7559
H -3.02038 3.99927 -4.98852 0.4329
H -2.26785 4.83887 -3.63701 0.4677
H -2.98284 3.28182 -3.37590 -0.1760
C 2.87025 -1.55697 1.23625 0.3056
O 3.73367 -1.90653 2.26766 -0.2354
C 4.32722 -0.88668 3.11734 0.1692
C 5.03179 -1.48766 4.30576 -1.1352
N 5.23883 -0.40475 5.26773 -0.1216
C 5.75533 -0.93734 6.48232 -0.5588
C 5.75886 0.24943 7.44506 -0.6848
O 4.39429 0.48576 7.63760 -0.2667
C 4.07564 1.40991 8.63328 -0.8633
H 3.03647 -0.58218 0.77771 -0.9026
H 1.93302 -1.57277 1.79252 -0.5020
H 2.96972 -2.32381 0.46803 -1.0227
H 3.50429 -0.21685 3.36675 0.4035
H 4.97315 -0.28893 2.47424 0.4285
H 5.91187 -1.93358 3.84238 0.2920
H 4.44131 -2.27157 4.78001 0.4496
H 4.43825 0.15620 5.52170 0.3069
H 6.78978 -1.28070 6.49317 0.2708
H 5.06188 -1.73787 6.73999 0.3887
H 6.27002 1.15688 7.12356 0.3388
H 6.15321 -0.06113 8.41261 0.4888
H 2.99121 1.42414 8.74241 0.2539
H 4.41259 2.41098 8.36416 0.3174
H 4.40258 1.16532 9.64391 0.3179
C 2.16835 -4.58870 -4.61482 -0.7922
O 0.94823 -3.92249 -4.41594 -0.5124
C 0.97278 -3.12770 -3.20100 -0.3054
C -0.38918 -2.40592 -3.08342 0.1932
N -0.71604 -1.56487 -4.19741 -0.3337
C -2.16317 -1.20428 -4.11696 -0.0802
C -2.71865 -0.70526 -5.53727 -2.0088
O -3.76980 -1.60281 -5.96280 -0.4620
C -4.38212 -1.08782 -7.18412 -0.8575
H 2.95765 -3.85815 -4.79208 0.3084
H 2.17734 -5.25992 -5.47358 0.4411
H 2.47646 -5.20508 -3.77028 0.1861
H 1.73229 -2.34612 -3.22090 -0.0849
H 1.08024 -3.64088 -2.24539 0.1219
H -0.39157 -1.77727 -2.19297 -1.0437
H -1.16143 -3.15339 -2.90172 0.9190
H -0.64149 -2.23992 -4.94498 0.6842
H -2.32161 -0.44628 -3.34985 -0.8435
H -2.80446 -2.06683 -3.93569 1.1518
H -1.93991 -0.72075 -6.29978 0.5725
H -3.04121 0.29901 -5.26248 0.7590
H -3.73024 -0.57193 -7.88911 0.3141
H -5.11960 -0.31799 -6.95700 0.3063
H -4.88072 -1.92780 -7.66782 0.3164
C -2.18369 -2.29258 2.22862 0.0764
O -3.27753 -1.42413 2.05492 -0.8103
C -3.08205 -0.14863 2.75336 -0.4152
C -4.04666 0.89525 2.09569 0.6019
N -4.23067 2.04829 3.02394 -0.3764
C -5.08472 3.09307 2.45692 0.0951
C -4.49653 3.75494 1.18082 -0.0509
O -3.16166 4.14323 1.48347 -0.2581
C -2.51263 4.67600 0.35871 -0.5787
H -1.40442 -2.04332 1.50843 -0.8707
H -2.51991 -3.29712 1.97182 1.1184
H -1.73349 -2.24173 3.22000 0.6501
H -2.05768 0.20595 2.63922 -1.4018
H -3.10377 -0.29652 3.83306 1.1138
H -5.02376 0.41251 2.07792 -0.1609
H -3.66891 1.20613 1.12165 -0.0893
H -3.28676 2.40134 3.09085 0.0925
H -5.28776 3.88957 3.17277 0.4657
H -6.08714 2.71666 2.25297 -0.7344
H -5.08766 4.61964 0.87923 0.6237
H -4.51720 3.05844 0.34263 -0.1172
H -1.47237 4.86743 0.62199 0.1151
H -3.00899 5.60679 0.08417 0.6508
H -2.43260 4.06648 -0.54139 -0.0565
C -7.87646 1.66708 1.81185 -0.8029
O -7.87007 1.31035 0.49814 -0.3035
C -8.08734 -0.09213 0.24019 -1.0114
C -6.72367 -0.80278 0.22354 -0.1477
N -5.78944 -0.28819 -0.70372 -0.2135
C -4.42478 -0.95513 -0.71428 -1.2703
C -3.53488 -0.16858 -1.69986 0.4453
O -3.69765 1.22414 -1.37706 -0.2560
C -3.15544 2.09434 -2.35367 -1.1210
H -7.09623 1.18332 2.39950 0.2405
H -8.78655 1.38116 2.33917 0.4095
H -7.71007 2.73556 1.94880 0.2779
H -8.51422 -0.04874 -0.76180 0.3399
H -8.86208 -0.60528 0.80989 0.4400
H -6.86429 -1.86931 0.04802 0.5006
H -6.34287 -0.71276 1.24088 0.0349
H -5.63879 0.71051 -0.70320 0.4533
H -4.36630 -2.00257 -1.01015 1.1831
H -4.01267 -1.09306 0.28534 -0.1138
H -3.95701 -0.34542 -2.68912 -0.0480
H -2.49795 -0.50452 -1.70223 -0.3630
H -3.71416 1.91755 -3.27274 0.8561
H -2.06721 2.15593 -2.36204 -0.3287
H -3.45780 3.09942 -2.05957 0.4592
C -1.97736 -3.54830 5.80315 -1.0792
O -1.67694 -2.53458 4.85190 -0.1882
C -0.23206 -2.47634 4.58822 -1.4979
C 0.14724 -1.57266 3.39467 0.0426
N -0.18189 -0.13457 3.56406 0.1075
C 0.22673 0.54519 2.34460 1.0520
C 0.31484 2.08975 2.46476 -0.6511
O -1.03431 2.60511 2.56986 -0.6058
C -1.01460 3.98260 2.56583 -1.1637
H -1.66678 -3.27455 6.81147 0.3154
H -1.67065 -4.54841 5.49684 0.3840
H -3.04107 -3.77695 5.86908 0.3358
H 0.16893 -3.48976 4.57176 0.3002
H 0.20335 -2.01236 5.47323 0.7729
H -0.34909 -1.95391 2.50225 -1.9592
H 1.22304 -1.65366 3.23916 -0.3513
H -1.17381 -0.02245 3.71772 1.1587
H -0.44971 0.27375 1.53413 0.0185
H 1.17490 0.13602 1.99579 0.8511
H 0.82018 2.44702 1.56748 -0.4154
H 0.96484 2.46056 3.25729 1.6629
H -0.54153 4.28548 3.49995 0.2381
H -2.01755 4.37582 2.73192 0.5067
H -0.52688 4.33211 1.65585 0.3913
```

The spin multiplicity is 1. The orbital gap is 7.21 eV. Its LUMO energy is -0.15 eV. The calculation puts the HOMO energy at -7.4 eV.